(1)
Molecular formula: C3H7FOS
Method: DFT, the ωB97M-V functional and the def2-TZVPD basis

Structure (XYZ):
```
13
C3H7FOS the ωB97M-V functional and the def2-TZVPD basis
S -0.093 2.140 0.011
H -0.226 0.341 -1.349
C 0.365 -0.632 0.331
H -0.754 0.465 1.939
H 0.341 -1.589 0.915
H -1.220 1.577 -0.710
H 0.870 0.864 1.979
O 1.661 -0.621 -0.183
C 0.093 0.574 1.259
C -0.527 -0.749 -0.826
H -0.197 -1.514 -1.639
F -1.906 -0.922 -0.628
H 1.594 0.067 -1.098
```

Results
HOMO level = -0.3464 hartree
gap between HOMO and LUMO = 10.1 eV
energy = -18822.328 eV
SMILES string = O[C@H](CF)CS
max |F| = 5.32 eV/Å
energy relative to the best compared isomer or geometry (same formula, charge and spin) = 238.7 kJ/mol

=====

(2)
Molecular formula: C3H7I
Method: DFT, the ωB97M-V functional and the def2-TZVPD basis

Structure (XYZ):
```
11
C3H7I the ωB97M-V functional and the def2-TZVPD basis
H 2.583 -1.233 -1.391
H -0.915 0.576 -0.557
H 0.929 -1.142 -0.573
H 1.326 -0.087 -2.011
H -0.278 -0.231 1.643
C -1.703 0.573 0.250
C -1.288 0.205 1.444
H -1.958 0.008 2.323
H -2.741 0.780 -0.107
I 2.301 1.152 0.134
C 1.743 -0.600 -1.154
```

Results
HOMO level = -0.3470 hartree
gap between HOMO and LUMO = 9.6 eV
energy = -11323.688 eV
SMILES string = C=C.CI
max |F| = 2.53 eV/Å
energy relative to the best compared isomer or geometry (same formula, charge and spin) = 88.6 kJ/mol

=====

(3)
Molecular formula: C3H7IN
Method: DFT, the ωB97M-V functional and the def2-TZVPD basis

Structure (XYZ):
```
12
C3H7IN the ωB97M-V functional and the def2-TZVPD basis
H -0.090 -1.645 -1.224
C 0.852 1.691 0.056
H 0.999 -1.724 0.175
H 0.698 2.130 1.070
H 0.017 0.592 -1.516
H 1.455 2.450 -0.444
C 0.116 0.727 -0.480
N -0.010 -1.580 -0.190
H -0.278 -0.059 1.757
I -2.752 -0.022 0.018
H -0.452 -2.262 0.497
C -0.554 -0.297 0.281
```

Results
HOMO level = -0.5042 hartree
gap between HOMO and LUMO = 9.4 eV
charge = +1
energy = -12804.998 eV
max |F| = 5.33 eV/Å
energy relative to the best compared isomer or geometry (same formula, charge and spin) = 336.8 kJ/mol

=====

(4)
Molecular formula: C3H7N
Method: DFT, the ωB97M-V functional and the def2-TZVPD basis

Structure (XYZ):
```
11
C3H7N the ωB97M-V functional and the def2-TZVPD basis
H -1.541 0.985 0.229
H -0.644 -0.882 -1.627
H -0.690 -1.985 0.474
C -0.030 -0.008 0.042
H -0.152 -0.993 1.957
H 0.880 1.896 -0.306
C -0.432 -0.988 0.917
H 0.369 1.586 1.470
C 0.372 1.289 0.434
H 0.377 0.321 -1.968
N 0.218 -0.434 -1.276
```

Results
HOMO level = -0.2556 hartree
gap between HOMO and LUMO = 6.1 eV
energy = -4709.140 eV
max |F| = 4.40 eV/Å
energy relative to the best compared isomer or geometry (same formula, charge and spin) = 484.0 kJ/mol

=====

(5)
Molecular formula: C3H7N
Method: DFT, the ωB97M-V functional and the def2-TZVPD basis

Structure (XYZ):
```
11
C3H7N the ωB97M-V functional and the def2-TZVPD basis
H 0.556 -1.523 -1.239
C -0.420 0.905 0.311
N 0.355 0.633 -0.901
H 1.654 -0.834 0.029
H -1.418 -0.960 0.007
H -1.453 1.240 0.035
H 1.128 1.213 -1.059
H -0.521 -0.999 1.584
C 0.648 -0.714 -0.404
C -0.492 -0.632 0.523
H -0.038 1.672 1.114
```

Results
HOMO level = -0.3245 hartree
gap between HOMO and LUMO = 10.1 eV
energy = -4712.864 eV
SMILES string = C1CNC1
max |F| = 3.95 eV/Å
energy relative to the best compared isomer or geometry (same formula, charge and spin) = 124.7 kJ/mol

=====

(6)
Molecular formula: C3H7N
Method: DFT, the ωB97M-V functional and the def2-TZVPD basis

Structure (XYZ):
```
11
C3H7N the ωB97M-V functional and the def2-TZVPD basis
H 0.858 0.309 -2.066
C 0.028 0.140 -1.388
H 0.677 1.341 0.888
H -0.679 -0.470 -1.950
C 0.660 0.259 1.049
N 0.368 -0.556 -0.136
H -0.727 -1.492 1.452
H -1.537 0.056 0.694
H 1.401 -0.202 1.758
H -0.415 1.133 -1.186
C -0.633 -0.519 0.886
```

Results
HOMO level = -0.3288 hartree
gap between HOMO and LUMO = 10.2 eV
energy = -4712.968 eV
SMILES string = CN1CC1
max |F| = 1.47 eV/Å
energy relative to the best compared isomer or geometry (same formula, charge and spin) = 114.7 kJ/mol

=====

(7)
Molecular formula: C3H7N
Method: DFT, the ωB97M-V functional and the def2-TZVPD basis

Structure (XYZ):
```
11
C3H7N the ωB97M-V functional and the def2-TZVPD basis
H -1.454 -0.522 2.297
H -0.315 -0.261 -2.118
H -0.184 0.747 2.309
C -0.674 -0.024 1.729
H 0.272 1.343 -0.315
C -0.494 -0.392 0.434
H -1.198 -1.096 0.006
H 1.528 -0.002 0.096
H 1.317 0.170 -2.339
N 0.620 -0.243 -1.715
C 0.581 0.279 -0.384
```

Results
HOMO level (spin up / spin down) = -0.5792 / -0.5475 hartree
multiplicity = 2
gap between HOMO and LUMO (spin up / spin down) = 11.9 / 5.8 eV
charge = +1
energy = -4704.354 eV
max |F| = 3.26 eV/Å
energy relative to the best compared isomer or geometry (same formula, charge and spin) = 205.4 kJ/mol

=====

(8)
Molecular formula: C3H7N2
Method: DFT, the ωB97M-V functional and the def2-TZVPD basis

Structure (XYZ):
```
12
C3H7N2 the ωB97M-V functional and the def2-TZVPD basis
N -0.357 0.896 3.022
H 1.883 0.353 -1.532
H -1.095 -0.820 -2.225
C 0.511 0.859 0.056
H 0.514 0.600 2.824
H -1.380 -1.569 -0.562
H 1.783 -1.083 -0.257
H -0.368 1.734 3.514
C -1.206 -0.616 -1.141
C 1.453 -0.132 -0.781
N -0.015 0.033 -0.668
H -2.108 0.017 -0.954
```

Results
HOMO level (spin up / spin down) = -0.5538 / -0.5411 hartree
gap between HOMO and LUMO (spin up / spin down) = 6.5 / 9.7 eV
charge = +1
energy = -6189.793 eV
max |F| = 5.47 eV/Å
energy relative to the best compared isomer or geometry (same formula, charge and spin) = 744.7 kJ/mol

=====

(9)
Molecular formula: C3H7N2
Method: DFT, the ωB97M-V functional and the def2-TZVPD basis

Structure (XYZ):
```
12
C3H7N2 the ωB97M-V functional and the def2-TZVPD basis
N -0.517 -0.706 -0.715
H 0.335 2.534 0.662
H -1.506 -2.632 -0.746
C 1.386 0.560 0.409
C -1.541 -1.556 -0.773
H -2.490 -1.143 -0.774
H 2.354 1.071 0.391
N 0.226 1.492 0.649
H 0.263 -1.313 -0.807
H 1.564 -0.247 0.983
C 0.355 0.798 -0.657
H -0.427 1.143 1.378
```

Results
HOMO level = -0.4963 hartree
gap between HOMO and LUMO = 8.9 eV
charge = +1
energy = -6192.537 eV
max |F| = 4.25 eV/Å
energy relative to the best compared isomer or geometry (same formula, charge and spin) = 480.0 kJ/mol

=====

(10)
Molecular formula: C3H7N2
Method: DFT, the ωB97M-V functional and the def2-TZVPD basis

Structure (XYZ):
```
12
C3H7N2 the ωB97M-V functional and the def2-TZVPD basis
C 2.592 0.200 -0.134
H 3.569 0.445 -0.449
H -0.528 1.228 -1.112
H 0.072 -0.372 1.564
N -0.811 0.975 -0.122
C 1.431 0.054 0.175
H -0.732 1.824 0.377
C 0.031 -0.150 0.468
H -1.804 0.820 0.113
H -0.750 -2.124 0.496
N -0.618 -1.373 -0.142
H -0.146 -1.659 -0.994
```

Results
HOMO level = -0.5341 hartree
gap between HOMO and LUMO = 10.7 eV
charge = +1
energy = -6195.316 eV
SMILES string = C#C[C@H](N)[NH3+]
max |F| = 3.48 eV/Å
energy relative to the best compared isomer or geometry (same formula, charge and spin) = 211.9 kJ/mol

=====

(11)
Molecular formula: C3H7N2
Method: DFT, the ωB97M-V functional and the def2-TZVPD basis

Structure (XYZ):
```
12
C3H7N2 the ωB97M-V functional and the def2-TZVPD basis
H 2.553 -1.080 0.375
H -0.744 -0.988 -0.989
H 1.393 -2.116 -0.342
C 1.805 -1.102 -0.417
H -0.471 0.864 -1.262
H -2.638 1.445 1.687
H -1.299 2.132 1.474
C -1.648 0.359 0.326
C -0.356 0.009 -0.467
N 0.969 -0.012 -0.115
H 2.248 -0.824 -1.403
N -1.811 1.313 1.133
```

Results
HOMO level (spin up / spin down) = -0.5293 / -0.5252 hartree
gap between HOMO and LUMO (spin up / spin down) = 8.9 / 6.9 eV
charge = +1
energy = -6191.962 eV
max |F| = 5.08 eV/Å
energy relative to the best compared isomer or geometry (same formula, charge and spin) = 535.4 kJ/mol

=====

(12)
Molecular formula: C3H7N2
Method: DFT, the ωB97M-V functional and the def2-TZVPD basis

Structure (XYZ):
```
12
C3H7N2 the ωB97M-V functional and the def2-TZVPD basis
C -0.427 1.187 0.021
H 2.441 -0.276 -0.155
H -1.686 -0.400 -0.793
C 0.419 -1.213 0.021
N 0.990 1.051 -0.177
H -0.708 1.998 -0.631
H 0.565 -1.879 0.898
C 1.433 -0.126 0.023
N -1.109 -0.119 -0.034
H 0.269 -1.695 -0.965
H -0.361 1.546 1.097
H -1.826 -0.074 0.696
```

Results
HOMO level = -0.5652 hartree
gap between HOMO and LUMO = 10.7 eV
charge = +1
energy = -6195.412 eV
max |F| = 3.94 eV/Å
energy relative to the best compared isomer or geometry (same formula, charge and spin) = 202.5 kJ/mol

=====

(13)
Molecular formula: C3H7N2
Method: DFT, the ωB97M-V functional and the def2-TZVPD basis

Structure (XYZ):
```
12
C3H7N2 the ωB97M-V functional and the def2-TZVPD basis
H -1.731 -0.750 1.383
N -0.335 1.206 -0.053
N 2.236 0.417 0.660
C -0.683 -0.270 -0.409
H -1.512 -2.170 0.161
H -0.251 -0.468 -1.362
H 2.029 -1.249 -0.750
C 2.136 -0.452 -0.076
H -0.747 1.832 -0.789
C -1.363 -1.074 0.419
H 0.756 1.360 -0.007
H -0.536 1.618 0.823
```

Results
HOMO level (spin up / spin down) = -0.4120 / -0.6449 hartree
multiplicity = 3
gap between HOMO and LUMO (spin up / spin down) = 7.7 / 9.8 eV
charge = +1
energy = -6191.280 eV
max |F| = 9.79 eV/Å
energy relative to the best compared isomer or geometry (same formula, charge and spin) = 128.4 kJ/mol

=====

(14)
Molecular formula: C3H7N2O
Method: DFT, the ωB97M-V functional and the def2-TZVPD basis

Structure (XYZ):
```
13
C3H7N2O the ωB97M-V functional and the def2-TZVPD basis
H -1.416 2.287 -0.618
O 0.930 1.693 0.767
H -0.908 -1.380 0.161
N -1.046 1.283 -0.845
H -0.100 -1.958 -1.093
H 0.371 -2.395 0.339
C 0.760 -0.343 0.124
C 0.383 0.493 1.305
H 1.883 -0.544 -0.237
H -0.768 1.194 -1.875
N 0.001 -1.562 -0.210
H -0.122 0.310 2.242
C 0.031 0.921 -0.061
```

Results
HOMO level = -0.4802 hartree
gap between HOMO and LUMO = 9.1 eV
charge = +1
energy = -8241.230 eV
SMILES string = N[C@@]12O[C@@H]1[C@H]2[NH3+]
max |F| = 4.96 eV/Å
energy relative to the best compared isomer or geometry (same formula, charge and spin) = 473.6 kJ/mol

=====

(15)
Molecular formula: C3H7N2O
Method: DFT, the ωB97M-V functional and the def2-TZVPD basis

Structure (XYZ):
```
13
C3H7N2O the ωB97M-V functional and the def2-TZVPD basis
O -2.219 -0.326 1.299
H -3.016 -0.037 1.716
C 0.314 -0.923 -0.128
H -0.059 -0.687 -2.271
H 2.085 1.760 0.432
N 0.970 0.886 -1.138
C 0.222 -0.251 -1.328
H 1.003 1.614 -1.816
N 1.011 -0.129 0.721
C 1.400 0.989 0.124
H -2.563 -0.708 0.500
H -0.297 -1.733 0.228
H 1.149 -0.457 1.658
```

Results
HOMO level = -0.5390 hartree
gap between HOMO and LUMO = 11.3 eV
charge = +1
energy = -8245.697 eV
max |F| = 2.21 eV/Å
energy relative to the best compared isomer or geometry (same formula, charge and spin) = 42.7 kJ/mol

=====

(16)
Molecular formula: C3H7N2O
Method: DFT, the ωB97M-V functional and the def2-TZVPD basis

Structure (XYZ):
```
13
C3H7N2O the ωB97M-V functional and the def2-TZVPD basis
N -2.826 1.563 -2.912
H 1.842 1.484 1.201
H 2.813 0.160 0.886
H 0.077 0.362 1.388
C -2.135 1.155 -2.023
H 1.614 -2.158 0.848
N 1.896 0.493 1.023
H 0.078 -1.752 0.040
C 0.834 -0.296 1.068
O -1.293 0.814 -1.284
H -3.639 2.047 -3.141
C 0.639 -1.736 1.014
H 0.099 -2.135 1.893
```

Results
HOMO level = -0.5187 hartree
gap between HOMO and LUMO = 9.2 eV
charge = +1
energy = -8244.733 eV
max |F| = 3.96 eV/Å
energy relative to the best compared isomer or geometry (same formula, charge and spin) = 135.7 kJ/mol

=====

(17)
Molecular formula: C3H7N2O
Method: DFT, the ωB97M-V functional and the def2-TZVPD basis

Structure (XYZ):
```
13
C3H7N2O the ωB97M-V functional and the def2-TZVPD basis
C 0.998 -1.147 -1.009
H 1.268 -0.500 -1.782
O -1.039 2.954 0.377
C 0.079 -0.371 -0.216
H -0.312 1.360 -1.284
N -0.338 -0.866 0.902
H -0.307 -1.777 1.169
H -0.652 1.419 1.681
H 0.550 -2.176 -1.307
N -0.359 0.929 -0.425
H 1.710 -1.425 -0.248
H -0.869 -0.230 1.536
C -0.729 1.831 0.608
```

Results
HOMO level = -0.5713 hartree
gap between HOMO and LUMO = 10.6 eV
charge = +1
energy = -8244.763 eV
SMILES string = CC(=[NH2+])NC=O
max |F| = 4.20 eV/Å
energy relative to the best compared isomer or geometry (same formula, charge and spin) = 132.8 kJ/mol

=====

(18)
Molecular formula: C3H7N2O
Method: DFT, the ωB97M-V functional and the def2-TZVPD basis

Structure (XYZ):
```
13
C3H7N2O the ωB97M-V functional and the def2-TZVPD basis
O -2.086 0.523 1.053
H -1.356 0.443 -1.410
C -0.619 0.371 -0.627
N 0.810 0.353 -1.016
H 1.038 -0.632 -0.688
C -0.940 -0.269 0.710
H -1.033 -2.073 1.313
H 1.251 1.129 -0.624
H 1.063 0.393 -1.956
N -0.373 -1.394 1.239
C -0.873 1.182 0.828
H -0.208 -1.103 2.153
H -0.366 1.905 1.371
```

Results
HOMO level = -0.5036 hartree
gap between HOMO and LUMO = 9.9 eV
charge = +1
energy = -8240.966 eV
SMILES string = N[C@@]12O[C@@H]1[C@H]2[NH3+]
max |F| = 4.87 eV/Å
energy relative to the best compared isomer or geometry (same formula, charge and spin) = 499.1 kJ/mol

=====

(19)
Molecular formula: C3H7N2O
Method: DFT, the ωB97M-V functional and the def2-TZVPD basis

Structure (XYZ):
```
13
C3H7N2O the ωB97M-V functional and the def2-TZVPD basis
N -2.426 0.187 0.028
N 2.671 -0.070 -0.047
H -3.276 -0.308 -0.015
H -2.058 0.378 0.985
H 3.610 -0.390 -0.132
C -1.126 -0.756 -0.743
O -0.765 -1.478 0.334
H 2.394 0.877 0.041
C 1.514 -0.925 -0.078
H 1.797 -1.945 -0.265
H -0.105 0.373 0.727
C 0.186 -0.402 0.074
H -2.506 1.121 -0.402
```

Results
HOMO level (spin up / spin down) = -0.4773 / -0.4773 hartree
gap between HOMO and LUMO (spin up / spin down) = 7.6 / 7.6 eV
charge = +1
energy = -8240.764 eV
max |F| = 6.79 eV/Å
energy relative to the best compared isomer or geometry (same formula, charge and spin) = 518.6 kJ/mol